Entry 1:
Here is C3H7NO2 in the gas phase from OMol25. Energies are from ωB97M-V/def2-TZVPD.

Output
ΔE to the lowest compared entry with this formula, charge and spin   24.3 kcal per mole
Maximum force   0.53 eV/A
HOMO-LUMO gap   10.368 eV
HOMO   -9.8 eV
Energy   -8809.476 eV
SMILES string   NC(=O)CCO

```
13
C3H7NO2 ωB97M-V/def2-TZVPD
N -0.18289 0.08874 -1.83970
C 0.16879 -0.96639 -0.97786
O 0.13916 -2.12435 -1.32680
C 0.66018 -0.55503 0.40449
C -0.34034 0.24469 1.22392
O -0.56782 1.49431 0.58326
H -0.41339 0.92992 -1.32739
H 0.55538 0.28713 -2.49901
H 1.55913 0.06123 0.26140
H 0.94865 -1.45933 0.94627
H -1.27419 -0.32684 1.31781
H 0.06983 0.40411 2.23015
H -1.32246 1.92180 1.00345
```

Entry 2:
Here is C3H7NO2 in the gas phase from OMol25. Energies are from ωB97M-V/def2-TZVPD.

Output
ΔE to the lowest compared entry with this formula, charge and spin   10.5 kcal per mole
Maximum force   0.39 eV/A
HOMO-LUMO gap   10.417 eV
HOMO   -9.6 eV
Energy   -8810.073 eV
SMILES string   C[C@@H](O)C(N)=O

```
13
C3H7NO2 ωB97M-V/def2-TZVPD
C -1.58972 0.19182 -0.37362
C -0.30088 -0.12688 0.37112
O -0.01063 -1.51412 0.36679
C 0.89259 0.74260 -0.05334
O 0.87417 1.94324 0.15361
N 1.95403 0.09290 -0.60526
H -1.75744 1.27104 -0.38462
H -2.42697 -0.29681 0.13686
H -1.55834 -0.17203 -1.41027
H -0.43920 0.13736 1.42336
H -0.44657 -1.90488 -0.39777
H 1.97994 -0.91441 -0.58547
H 2.83143 0.59231 -0.58739
```

Entry 3:
Here is a molecular structure, C3H7NO2 from OMol25. Energies are from ωB97M-V/def2-TZVPD.

Output
ΔE to the lowest compared entry with this formula, charge and spin   238.3 kcal per mole
Maximum force   5.81 eV/A
HOMO-LUMO gap   9.660 eV
HOMO   -9.6 eV
Energy   -8800.195 eV

```
13
C3H7NO2 ωB97M-V/def2-TZVPD
C -1.45242 -0.19686 -1.95963
C 0.38027 -0.70228 0.96700
C 0.95942 0.68808 0.94979
H -0.77536 0.25132 -3.06683
H -2.68745 0.62190 -1.38541
H -1.81680 -1.71754 -2.17024
H 0.49001 -1.42254 1.82800
H 1.94341 0.64277 0.20098
H 0.20854 1.62073 0.51777
H 1.96392 0.22130 2.69864
N -0.35970 -1.00048 -0.03308
O -0.16528 -0.02549 -0.97570
O 1.31144 1.01909 2.42872
```

Entry 4:
Here is 2 unconnected molecules or ions with the total composition C3H7NO2 from OMol25. Energies are from ωB97M-V/def2-TZVPD.

Output
ΔE to the lowest compared entry with this formula, charge and spin   42.6 kcal per mole
Maximum force   3.77 eV/A
HOMO-LUMO gap   10.964 eV
HOMO   -10.0 eV
Energy   -8808.680 eV
SMILES string   NC(=O)O.C=C

```
13
C3H7NO2 ωB97M-V/def2-TZVPD
C -2.08409 0.22623 -0.23932
C -1.52933 -0.71202 -1.01723
O 0.74813 1.08920 -0.71953
C 1.33106 0.19437 -0.12375
O 0.65579 -0.87673 0.30357
N 2.68611 0.32890 0.12724
H -1.78591 1.26927 -0.32182
H -0.43326 -0.46661 0.27987
H -2.89022 -0.03424 0.44017
H -1.78968 -1.76115 -0.89625
H -0.74717 -0.46237 -1.73196
H 3.18290 -0.24157 0.79358
H 2.95200 1.30769 0.13194
```

Entry 5:
Here is C3H7NO2 in the gas phase from OMol25. Energies are from ωB97M-V/def2-TZVPD.

Output
ΔE to the lowest compared entry with this formula, charge and spin   39.6 kcal per mole
Maximum force   0.43 eV/A
HOMO-LUMO gap   10.814 eV
HOMO   -9.9 eV
Energy   -8808.810 eV
SMILES string   [H]/N=C/OCCO

```
13
C3H7NO2 ωB97M-V/def2-TZVPD
O -1.82498 0.29049 -0.29484
C -1.13773 -0.78100 0.28025
C 0.17029 -1.15043 -0.41796
O 1.36216 -0.35254 -0.22755
C 1.39741 0.94870 0.02744
N 0.41430 1.69633 0.31605
H -1.28513 1.07459 -0.07450
H -0.97537 -0.64856 1.36125
H -1.77327 -1.66821 0.15403
H 0.49531 -2.13988 -0.07915
H -0.01106 -1.19566 -1.49726
H 2.43940 1.27953 -0.03631
H 0.72868 2.64666 0.48854
```

Entry 6:
Here is 2 unconnected molecules or ions with the total composition C3H7NO2 from OMol25. Energies are from ωB97M-V/def2-TZVPD.

Output
ΔE to the lowest compared entry with this formula, charge and spin   204.1 kcal per mole
Maximum force   7.17 eV/A
HOMO-LUMO gap   5.336 eV
HOMO   -8.7 eV
Energy   -8801.677 eV

```
13
C3H7NO2 ωB97M-V/def2-TZVPD
O 1.08918 0.25867 -1.34982
C 0.31200 -0.46959 -0.69719
C -1.04331 -0.17787 -0.29217
C -1.38911 1.19164 0.10054
O -0.53248 1.56089 1.07241
N 1.32829 -2.08480 0.78682
H 0.61557 -1.39832 -0.33016
H -1.72934 -1.01422 -0.13937
H -1.30528 1.86522 -0.78000
H -2.43438 1.11906 0.42464
H 0.15667 0.80010 0.87933
H 2.27948 -1.82036 0.53653
H 1.38817 -2.77946 1.45352
```

Entry 7:
Here is C3H7NO2 in the gas phase from OMol25. Energies are from ωB97M-V/def2-TZVPD.

Output
ΔE to the lowest compared entry with this formula, charge and spin   44.8 kcal per mole
Maximum force   2.13 eV/A
HOMO-LUMO gap   10.006 eV
HOMO   -9.3 eV
Energy   -8808.587 eV
SMILES string   N[C@@H](C=O)CO

```
13
C3H7NO2 ωB97M-V/def2-TZVPD
O -0.47626 -0.05085 -2.45190
C -0.84414 -0.52618 -1.41361
C -0.56095 0.05326 -0.05141
C 0.64237 -0.61336 0.61577
O 0.77313 -0.37440 1.99560
N -0.42147 1.49788 -0.14663
H -1.58584 -1.34271 -1.42941
H -1.38968 -0.12696 0.64383
H 1.57496 -0.39904 0.08881
H 0.52044 -1.70245 0.47252
H 1.69171 -0.17843 2.19157
H 0.16754 1.94864 0.53822
H -0.09183 1.81459 -1.05336
```

Entry 8:
Here is C3H7NO2 in the gas phase from OMol25. Energies are from ωB97M-V/def2-TZVPD.

Output
ΔE to the lowest compared entry with this formula, charge and spin   40.7 kcal per mole
Maximum force   2.51 eV/A
HOMO-LUMO gap   7.804 eV
HOMO   -7.1 eV
Energy   -8808.763 eV
SMILES string   CC(N)=C(O)O

```
13
C3H7NO2 ωB97M-V/def2-TZVPD
C -0.27568 -0.17103 -0.06404
C -1.15920 1.00371 0.27959
C 1.07684 -0.11859 -0.18192
N -0.93312 -1.40422 -0.03856
O 1.81290 -1.27260 -0.23049
O 1.76286 1.01861 -0.46506
H 2.70189 -0.96621 -0.48281
H 1.03849 1.68610 -0.61754
H -1.55440 -1.51113 0.75864
H -0.26153 -2.17395 -0.07060
H -1.67577 0.82886 1.23068
H -1.91803 1.13514 -0.49848
H -0.61526 1.94531 0.38060
```

Entry 9:
Here is 2 unconnected molecules or ions with the total composition C3H7NO2 from OMol25. Energies are from ωB97M-V/def2-TZVPD.

Output
ΔE to the lowest compared entry with this formula, charge and spin   30.8 kcal per mole
Maximum force   2.11 eV/A
HOMO-LUMO gap   10.405 eV
HOMO   -9.6 eV
Energy   -8809.195 eV
SMILES string   CC=O.NC=O

```
13
C3H7NO2 ωB97M-V/def2-TZVPD
O -2.93047 0.44046 1.40282
C -1.99604 0.75614 0.72770
C -1.11015 1.94671 1.03528
H -1.72291 0.19907 -0.18405
H -1.56909 2.83622 0.60899
H -1.15719 2.13760 2.11010
H -0.07708 1.82601 0.73135
C 1.72943 -1.36085 -0.46766
N 1.89597 -2.09258 -1.63016
O 0.81946 -1.52324 0.29238
H 2.59382 -0.69917 -0.37788
H 2.38731 -1.72613 -2.42178
H 1.13695 -2.74023 -1.82709
```

Entry 10:
Here is C3H7NO2 in the gas phase from OMol25. Energies are from ωB97M-V/def2-TZVPD.

Output
ΔE to the lowest compared entry with this formula, charge and spin   36.7 kcal per mole
Maximum force   0.43 eV/A
HOMO-LUMO gap   10.834 eV
HOMO   -9.9 eV
Energy   -8808.939 eV
SMILES string   [H]/N=C/OCCO

```
13
C3H7NO2 ωB97M-V/def2-TZVPD
O 0.55241 -1.00801 1.43052
C -0.73457 -0.46852 1.27525
C -0.84044 0.64325 0.24598
O -0.70000 0.16431 -1.10594
C 0.53281 0.02596 -1.58727
N 1.58689 0.19452 -0.90016
H 1.14913 -0.54968 0.81272
H -1.44299 -1.26427 0.99890
H -1.07662 -0.04985 2.23507
H -1.83974 1.08571 0.27609
H -0.09183 1.42233 0.42741
H 0.48650 -0.24802 -2.64405
H 2.41847 0.05225 -1.46453
```

Entry 11:
Here is C3H7NO2 in the gas phase from OMol25. Energies are from ωB97M-V/def2-TZVPD.

Output
ΔE to the lowest compared entry with this formula, charge and spin   26.8 kcal per mole
Maximum force   0.53 eV/A
HOMO-LUMO gap   10.439 eV
HOMO   -9.5 eV
Energy   -8809.367 eV
SMILES string   COC(=O)CN

```
13
C3H7NO2 ωB97M-V/def2-TZVPD
C 0.00197 -0.31724 -2.25027
O 0.15152 0.46563 -1.04413
C -0.38158 -0.18704 0.01271
O -0.81424 -1.31244 -0.08567
C -0.40846 0.51860 1.38234
N 0.77485 0.33280 2.21567
H 0.55479 0.18574 -3.04315
H -1.06233 -0.38186 -2.49187
H 0.37339 -1.32802 -2.07738
H -1.22535 0.00887 1.89628
H -0.62964 1.59092 1.32296
H 1.17197 -0.59605 2.12593
H 1.49311 1.02009 2.03660
```

Entry 12:
Here is C3H7NO2 in the gas phase from OMol25. Energies are from ωB97M-V/def2-TZVPD.

Output
ΔE to the lowest compared entry with this formula, charge and spin   147.2 kcal per mole
Maximum force   8.28 eV/A
HOMO-LUMO gap   10.033 eV
HOMO   -9.2 eV
Energy   -8804.146 eV
SMILES string   CO/C(C)=N/O

```
13
C3H7NO2 ωB97M-V/def2-TZVPD
C -0.26167 1.33481 1.61396
C -0.01023 -0.29325 0.06072
C 0.77062 -1.42480 -0.63097
H 0.69399 2.05206 1.30409
H -0.21786 1.38178 2.80907
H -1.34902 1.51192 0.95230
H -0.08346 -2.06789 -1.07647
H 1.47585 -1.12645 -1.30882
H 1.00332 -2.01212 0.21837
H -0.52232 0.66062 -2.53268
N -0.85425 0.44014 -0.73458
O -0.02330 -0.09762 1.34233
O -0.62166 -0.35920 -2.01731
```

Entry 13:
Here is a molecular structure, C3H7NO2 from OMol25. Energies are from ωB97M-V/def2-TZVPD.

Output
ΔE to the lowest compared entry with this formula, charge and spin   95.9 kcal per mole
Maximum force   0.62 eV/A
HOMO-LUMO gap   9.930 eV
HOMO   -9.2 eV
Energy   -8806.371 eV

```
13
C3H7NO2 ωB97M-V/def2-TZVPD
O 1.95797 -0.11155 -0.06891
C 0.95948 0.17475 -1.00825
C -0.36865 -0.54233 -0.74477
N -1.27893 0.14472 0.18776
C -1.05743 0.37892 1.47207
O 0.12212 0.06252 1.98911
H 1.56486 0.00527 0.81421
H 1.34058 -0.17531 -1.97467
H 0.76355 1.25653 -1.10445
H -0.15352 -1.55176 -0.37549
H -0.92602 -0.63459 -1.68175
H -2.19498 0.39539 -0.15100
H -0.72902 0.59745 2.64613
```

Entry 14:
Here is C3H7NO2 in the gas phase from OMol25. Energies are from ωB97M-V/def2-TZVPD.

Output
ΔE to the lowest compared entry with this formula, charge and spin   101.0 kcal per mole
Maximum force   3.03 eV/A
HOMO-LUMO gap   7.903 eV
HOMO   -7.6 eV
Energy   -8806.147 eV

```
13
C3H7NO2 ωB97M-V/def2-TZVPD
O -1.96113 -0.00647 -0.06777
C -1.11470 -0.70373 0.66728
C 0.11574 -1.04856 -0.33505
O 1.41000 -0.47594 0.06465
C 1.35878 0.74898 0.42562
N 0.30336 1.51196 0.33472
H -0.64890 1.11476 -0.02199
H -0.80435 -0.05743 1.77794
H -1.43424 -1.68166 1.08163
H 0.34040 -2.10687 -0.50402
H -0.09476 -0.59996 -1.31978
H 2.31125 1.11036 0.80706
H 0.19802 2.20292 1.06740
```

Entry 15:
Here is a molecular structure, C3H7NO2 from OMol25. Energies are from ωB97M-V/def2-TZVPD.

Output
ΔE to the lowest compared entry with this formula, charge and spin   62.8 kcal per mole
Maximum force   0.29 eV/A
HOMO-LUMO gap   10.109 eV
HOMO   -9.2 eV
Energy   -8807.804 eV

```
13
C3H7NO2 ωB97M-V/def2-TZVPD
C 1.12036 -1.82107 -0.56960
N 0.53917 -1.13296 0.55650
C -0.09688 0.00262 0.53485
O -0.47500 0.28819 1.73456
O -0.32921 0.75459 -0.52460
C -1.05063 1.96548 -0.27006
H 0.63948 -2.79390 -0.72178
H 2.19022 -1.99150 -0.40734
H 0.99973 -1.22936 -1.48449
H 0.14216 -0.83745 1.81563
H -2.02480 1.74205 0.17062
H -1.17005 2.44450 -1.24171
H -0.48455 2.60881 0.40743
```

Entry 16:
Here is C3H7NO2 in the gas phase from OMol25. Energies are from ωB97M-V/def2-TZVPD.

Output
ΔE to the lowest compared entry with this formula, charge and spin   141.5 kcal per mole
Maximum force   10.32 eV/A
HOMO-LUMO gap   10.485 eV
HOMO   -9.6 eV
Energy   -8804.392 eV
SMILES string   CO/C=N/OC

```
13
C3H7NO2 ωB97M-V/def2-TZVPD
C -2.14892 -0.32467 -1.00004
C -0.30469 -0.61666 0.01695
C 2.11058 0.44792 0.89708
H -3.18353 -0.66082 -1.15922
H -2.36989 0.43640 -0.16457
H -1.85774 0.31141 -1.84559
H 0.74770 -1.12140 0.47507
H 1.54171 0.42091 1.93041
H 2.40903 -0.61842 0.73276
H 3.06061 1.14392 0.85070
N -0.11069 0.63505 -0.18613
O -1.24400 -1.27582 -0.47370
O 1.34984 1.22216 -0.07371
```

Entry 17:
Here is a gas-phase ion, C3H7NO2 (charge +1) from OMol25. Energies are from ωB97M-V/def2-TZVPD.

Output
ΔE to the lowest compared entry with this formula, charge and spin   57.8 kcal per mole
Maximum force   3.77 eV/A
HOMO-LUMO gap (alpha / beta)   10.065 / 5.880 eV
Total charge   +1
HOMO (alpha / beta)   -15.4 / -15.3 eV
Energy   -8798.508 eV
2S+1   2
⟨S²⟩   0.76

```
13
C3H7NO2 ωB97M-V/def2-TZVPD
O 1.11111 -1.69011 -0.55173
C 0.20947 -0.96401 0.00914
N 0.57548 0.24201 0.66198
C -0.32450 1.46440 0.50084
O -0.06727 2.08905 -0.68262
C -1.23535 -1.46527 0.12920
H 1.56341 0.38974 0.55436
H 0.03248 2.29845 1.22394
H -1.41559 1.26225 0.27863
H 0.55549 1.77631 -1.32440
H -2.13641 -1.00643 -0.52446
H -1.57090 -1.30840 1.19243
H -1.30531 -2.50822 0.00543
```

Entry 18:
Here is C3H7NO2S in the gas phase from OMol25. Energies are from ωB97M-V/def2-TZVPD.

Output
ΔE to the lowest compared entry with this formula, charge and spin   102.2 kcal per mole
Maximum force   4.71 eV/A
HOMO-LUMO gap   9.365 eV
HOMO   -8.7 eV
Energy   -19641.173 eV
SMILES string   COCONC=S

```
14
C3H7NO2S ωB97M-V/def2-TZVPD
C -0.46150 -0.66274 -1.83283
C -1.23715 0.51003 0.15256
C 1.37078 -0.02112 1.88670
H -0.92637 -1.65790 -1.43449
H 0.59680 -0.64895 -1.60116
H -0.60820 -0.30217 -2.92061
H -1.47106 -0.48698 0.50165
H -1.96928 1.28532 0.30400
H 1.58319 0.49888 0.00684
H 0.77240 0.25076 2.77467
N 0.91133 0.49005 0.70383
O -1.04722 0.45791 -1.18451
O -0.11279 1.29891 0.69331
S 2.59907 -1.01201 1.95003
```